Entry 1:
Entry from OMol25: a molecular structure, C28H43MnN4O6SbSi3 (wB97M-V/def2-TZVPD).

XYZ file:
```
86
Properties=species:S:1:pos:R:3:forces:R:3
Mn -1.495177 0.805114 2.714877 -1.379 0.261 -1.669
O -5.412593 -0.059812 1.775798 0.233 0.211 -0.033
C -4.140632 0.389594 1.874391 -0.042 0.260 -0.493
O -3.396422 -0.026696 2.828943 0.499 0.075 0.364
C -3.607388 1.292614 0.938246 -1.130 -0.685 0.196
C -4.230600 1.884332 -0.191876 0.683 0.128 0.231
C -3.514933 2.783580 -0.950354 -0.881 -0.281 -0.094
C -2.200813 3.110331 -0.611218 1.192 -0.332 1.428
C -1.619738 2.487863 0.506469 -1.578 0.608 -1.161
N -2.299566 1.592328 1.274759 -0.069 0.846 -1.445
C -0.338190 2.721275 1.097936 1.444 0.502 1.056
O 0.641878 3.316550 0.430544 -1.571 -0.074 0.468
O -0.162285 2.343709 2.287770 -0.154 0.270 -0.864
H -5.581039 -0.631210 2.537139 0.116 -0.022 -0.028
H -5.255092 1.630457 -0.406973 -0.120 -0.019 -0.085
H -3.980122 3.269953 -1.794684 -0.041 -0.009 -0.072
H -1.644744 3.862305 -1.138074 0.153 0.084 -0.162
O -0.811699 0.238795 4.237417 1.180 -1.220 2.597
N 0.278752 -0.434343 4.334469 1.393 -0.381 -1.145
N 0.810816 -0.732148 3.186349 -3.188 1.362 0.585
O 0.168183 -0.434922 2.042934 0.533 -0.272 1.394
C 2.044008 -1.362514 3.138703 1.861 -0.999 0.087
C 2.784823 -1.356214 1.956038 -0.539 0.276 0.193
C 4.020794 -1.971166 1.920394 0.154 -0.049 0.146
C 4.527467 -2.593092 3.051216 -0.010 0.085 -0.058
C 3.788099 -2.599979 4.225770 0.122 -0.007 -0.035
C 2.554099 -1.987450 4.281918 -0.294 0.164 -0.258
H 2.385077 -0.860528 1.080344 -0.046 -0.021 0.032
H 4.593269 -1.950066 1.004292 0.032 -0.024 -0.053
H 5.502007 -3.055260 3.026185 0.076 -0.092 -0.030
H 4.181359 -3.084500 5.106995 0.009 -0.028 0.067
H 1.975324 -1.982483 5.190680 -0.034 -0.035 0.080
C 0.309405 3.783893 -2.994515 -0.066 -0.654 0.354
Si 0.422940 1.862295 -3.030052 0.034 -0.389 -0.728
C -1.008927 1.219367 -4.135726 0.500 0.292 0.455
C 2.051088 1.508901 -3.987163 -0.561 0.010 0.488
Sb 0.250900 0.474819 -0.738632 0.812 -0.799 -1.652
Si 0.767761 -1.985420 -1.678478 0.076 0.122 -0.427
C -0.711946 -2.609442 -2.713304 0.404 0.263 0.472
C 2.293432 -1.995616 -2.839671 -0.539 0.071 0.409
C 1.195856 -3.184757 -0.248744 -0.268 0.503 -0.308
Si 2.185239 3.565676 1.056985 1.892 0.392 -0.052
C 2.767053 2.424227 2.459431 -0.548 0.343 -0.394
C 2.262227 5.403472 1.540368 -0.146 -0.832 -0.206
C 3.255111 3.240645 -0.485848 -0.450 0.220 0.734
H 0.970374 4.218121 -3.739332 0.160 -0.077 -0.160
H 0.592055 4.180139 -2.024924 0.043 0.138 0.166
H -0.697849 4.123093 -3.217751 -0.203 0.006 -0.014
H -1.034569 1.738631 -5.088501 0.051 0.183 -0.223
H -1.971152 1.360745 -3.653655 -0.200 0.037 0.149
H -0.897372 0.160092 -4.339582 0.066 -0.257 0.017
H 2.029895 1.984360 -4.962907 -0.125 0.198 -0.197
H 2.199178 0.449335 -4.146199 0.022 -0.245 0.001
H 2.918852 1.885698 -3.457462 0.198 0.111 0.174
H -0.601077 -2.324694 -3.754732 0.081 0.119 -0.185
H -1.646245 -2.200909 -2.344194 -0.158 0.044 0.055
H -0.787314 -3.691636 -2.670168 0.020 -0.252 0.041
H 2.030523 -1.617080 -3.820335 -0.070 0.107 -0.198
H 2.661777 -3.007188 -2.974962 0.040 -0.310 0.033
H 3.108725 -1.393705 -2.452676 0.173 0.138 0.099
H 0.849191 -2.798091 0.701994 -0.111 0.040 0.237
H 2.269686 -3.326117 -0.170456 0.191 0.046 -0.041
H 0.743355 -4.160060 -0.395685 -0.144 -0.168 -0.170
H 2.051077 2.380544 3.273401 -0.071 0.060 0.085
H 3.712203 2.765616 2.869140 0.256 0.204 -0.080
H 2.915854 1.409286 2.101919 -0.021 -0.156 -0.154
H 1.567182 5.644540 2.338880 -0.109 -0.003 0.173
H 2.034577 6.046263 0.694243 -0.069 0.009 -0.173
H 3.263629 5.648445 1.876588 0.239 0.031 0.121
H 3.166018 2.211697 -0.828995 -0.050 -0.148 0.045
H 4.298889 3.437686 -0.260677 0.233 0.010 0.056
H 2.966626 3.891154 -1.304492 -0.096 0.157 -0.177
N -1.948816 -1.668960 0.372626 0.026 -0.011 0.289
C -2.726255 -2.790561 0.104453 -0.092 -0.170 -0.182
C -3.926520 -2.654788 -0.593032 0.043 0.072 0.081
C -4.663485 -3.770449 -0.938554 0.002 -0.036 -0.037
C -4.212909 -5.039624 -0.614060 -0.110 -0.170 -0.022
C -3.024288 -5.181267 0.083278 -0.034 -0.003 -0.021
C -2.284451 -4.070073 0.441538 -0.001 0.104 0.064
H -1.349663 -1.759568 1.186386 -0.002 0.095 -0.180
H -2.493745 -0.816426 0.423869 0.089 -0.026 -0.033
H -4.273398 -1.663321 -0.855873 -0.034 0.070 -0.011
H -5.596800 -3.650375 -1.468113 -0.083 0.027 -0.072
H -4.786734 -5.909934 -0.896949 -0.039 -0.052 -0.002
H -2.671153 -6.166157 0.353719 0.038 -0.070 0.016
H -1.360931 -4.188939 0.990185 0.107 0.020 0.045
```
Positions in Å, forces in eV/Å.

The value obtained for the frontier orbital gap (spin up / spin down) is 5.45 / 5.68 eV. The energy above the lowest of the compared OMol25 structures with the same formula, charge and spin is 369.2 kJ/mol. The LUMO energy (spin up / spin down) is -0.019 / -0.034 Eh. The expectation value of S² is 8.944. Its spin multiplicity is 6.

Mulliken population analysis, charges in e, atoms 1 to 5: 0.57 -0.52 1.19 -0.88 -0.54

Entry 2:
Entry from OMol25: a molecular structure, C28H43N3O2P2Pt (wB97M-V/def2-TZVPD).

XYZ file:
```
79
Properties=species:S:1:pos:R:3:forces:R:3
Pt 0.294341 -0.285906 0.062005 0.081 0.710 -0.036
C 1.143269 1.703277 -3.341620 -0.017 -0.035 -0.040
C -0.337772 1.482133 -3.036828 0.059 0.012 0.005
C -0.913744 2.642302 -2.228614 -0.002 -0.009 0.012
P -0.536014 -0.101805 -2.121645 0.157 -0.068 -0.013
C -0.089941 -1.417283 -3.330653 0.010 -0.107 0.054
C -0.569937 -2.774814 -2.807567 0.005 0.031 0.032
C -0.496022 -1.178821 -4.784727 0.017 -0.005 0.013
C -2.292782 -0.225908 -1.704557 -0.014 -0.043 -0.096
C -3.326488 -0.691076 -2.508692 0.005 0.028 -0.025
C -4.603999 -0.851422 -1.995358 0.010 0.018 0.027
C -4.830900 -0.568475 -0.653370 0.011 -0.008 -0.018
C -3.815699 -0.088870 0.154813 -0.007 -0.002 0.021
C -2.539455 0.128087 -0.369070 0.050 0.127 0.151
N -1.464995 0.635137 0.373539 -0.445 0.040 0.258
C -1.606954 1.609991 1.333031 -0.204 0.027 -0.242
C -2.764302 2.413448 1.470982 0.046 -0.049 0.018
C -2.838158 3.386042 2.443030 0.041 0.014 0.026
C -1.776599 3.624793 3.319649 -0.048 -0.012 -0.030
C -0.621501 2.889393 3.156050 0.007 -0.020 -0.028
C -0.520242 1.909606 2.167447 0.091 0.108 0.125
P 1.006926 1.020440 1.838793 -0.129 -0.246 0.072
C 1.431963 0.172615 3.429080 0.031 -0.067 -0.040
C 2.461649 -0.938731 3.204014 0.024 0.058 -0.016
C 0.162573 -0.435965 4.031910 -0.015 0.046 0.002
C 2.244980 2.380013 1.671246 0.110 -0.062 -0.167
C 1.823634 3.326645 0.550069 0.024 0.035 0.039
C 3.656716 1.855774 1.411824 -0.019 0.032 0.060
H 1.293473 2.665927 -3.834353 -0.001 -0.005 0.005
H 1.556758 0.925882 -3.987598 0.000 0.006 0.013
H 1.714854 1.703951 -2.409824 0.005 0.034 0.000
H -0.897347 1.385217 -3.972302 -0.013 0.006 -0.009
H -0.433734 2.705933 -1.250565 0.010 0.002 0.004
H -1.986294 2.527660 -2.067321 0.004 -0.007 0.003
H -0.744516 3.582851 -2.757870 -0.007 -0.008 0.000
H 1.005195 -1.419985 -3.276398 0.009 0.010 -0.015
H -1.653990 -2.868984 -2.878362 -0.004 0.005 -0.016
H -0.299844 -2.914589 -1.758765 -0.015 -0.012 -0.028
H -0.118901 -3.579704 -3.391659 -0.001 0.008 -0.008
H -1.566890 -1.009212 -4.896171 0.001 -0.024 0.002
H -0.240030 -2.057598 -5.380992 0.008 0.014 -0.003
H 0.023098 -0.324199 -5.218852 -0.017 0.010 -0.005
H -3.137307 -0.945610 -3.543129 0.003 -0.008 0.003
H -5.403868 -1.218611 -2.624118 0.004 -0.015 0.004
H -5.808953 -0.745095 -0.223427 -0.002 0.009 -0.002
H -3.990314 0.082180 1.207626 -0.023 0.011 -0.006
H -3.594467 2.274637 0.794811 -0.014 0.017 0.008
H -3.739206 3.983073 2.516504 -0.002 -0.006 0.005
H -1.850720 4.378314 4.091558 -0.004 0.007 -0.009
H 0.227518 3.078344 3.805441 0.003 -0.002 -0.009
H 1.843111 0.928104 4.108481 0.001 -0.001 0.022
H 2.051207 -1.683592 2.521314 -0.020 -0.035 0.015
H 2.684531 -1.434043 4.151497 -0.001 0.009 0.001
H 3.401536 -0.582798 2.783319 -0.015 -0.007 -0.007
H -0.354868 -1.064841 3.302564 0.010 -0.020 -0.004
H -0.539290 0.325733 4.367649 0.007 0.006 0.003
H 0.428281 -1.061032 4.887449 -0.002 0.002 -0.004
H 2.235905 2.919050 2.623873 -0.022 0.006 0.015
H 1.820289 2.798587 -0.405731 -0.013 -0.003 -0.003
H 2.529688 4.157159 0.478922 0.001 -0.008 0.000
H 0.827107 3.737074 0.712638 -0.005 -0.005 0.001
H 3.670841 1.213881 0.526771 0.027 -0.017 0.013
H 4.053799 1.287208 2.250909 -0.001 0.001 -0.010
H 4.337196 2.689499 1.227189 -0.011 0.002 -0.017
C 2.811901 -3.731444 -0.385232 0.046 0.056 0.055
C 1.781066 -2.743186 0.070025 0.083 -0.035 0.132
N 1.880810 -1.475457 -0.228929 0.039 -0.511 -0.363
O 2.901509 -1.157758 -1.137381 0.125 -0.018 0.054
C 0.641934 -3.164582 0.832329 0.121 0.227 -0.290
C 0.519734 -4.462905 1.555897 -0.050 -0.026 -0.045
N -0.347223 -2.269225 0.861011 -0.135 -0.216 0.341
O -1.400707 -2.526625 1.484745 0.067 -0.053 0.003
H 3.333262 -3.373278 -1.267089 -0.005 -0.016 -0.010
H 2.329989 -4.681707 -0.605130 0.027 -0.007 0.001
H 3.554364 -3.900664 0.398411 -0.020 0.002 0.011
H 2.945056 -0.198129 -1.063848 -0.052 0.090 -0.046
H 1.369980 -5.115354 1.363708 -0.013 0.006 0.021
H -0.400930 -4.976569 1.272892 0.004 -0.009 -0.003
H 0.454860 -4.284109 2.632729 -0.018 -0.023 0.005
```
Positions in Å, forces in eV/Å.

The value obtained for the frontier orbital gap is 7.13 eV. The energy above the lowest of the compared OMol25 structures with the same formula, charge and spin is 54.6 kJ/mol. The LUMO energy is 0.017 Eh. Its spin multiplicity is 1.

Mulliken population analysis, charges in e, atoms 1 to 5: 1.98 -1.40 0.85 -1.78 -0.42